Record 1
This record from the OMol25 dataset describes an isolated ion of composition C20H36F4N2O7P and charge +1. The level of theory is ωB97M-V/def2-TZVPD.

The geometry in XYZ format:
```
70
Properties=species:S:1:pos:R:3:mulliken_charge:R:1
C 5.0065 -2.0138 -1.8173 -1.582
C 3.5743 -1.5420 -1.5706 -0.015
C 3.3550 -0.1797 -2.2391 -0.760
C 1.9025 0.1896 -2.5548 -0.507
N 1.3066 1.2515 -1.7234 -0.132
C 1.0043 0.9139 -0.3473 1.541
C 2.1833 1.3198 0.5719 -1.211
C 2.9006 2.5730 0.1643 -1.111
O 2.0444 3.7045 0.3781 -0.182
C 2.6603 4.8752 0.6625 0.055
O 2.0444 5.9402 0.7316 -0.498
C 0.7589 -0.5434 -0.0447 -1.875
N -0.4529 -0.8947 0.1304 0.692
C -0.8057 -2.2835 0.4302 -1.496
C -1.1504 -2.5785 1.8963 0.726
O -2.5408 -2.6237 2.0895 -0.653
C -0.6400 -3.9999 2.1860 0.530
F -1.0262 -4.8663 1.2296 -0.247
F 0.7167 -4.0067 2.2476 -0.256
F -1.1089 -4.4328 3.3751 -0.264
C -1.3542 0.2718 -0.0272 1.863
C -2.5579 0.2291 0.9012 -1.980
C -3.5333 1.3861 0.7636 -1.244
F -4.7674 0.9335 0.3926 -0.395
C -1.8978 0.1933 -1.4661 -1.323
O -2.5724 -1.0217 -1.6526 -0.260
C -3.8233 -0.9072 -2.3050 -0.183
C -4.5118 -2.2366 -2.2864 -1.413
C -0.4037 1.4878 0.0500 -0.421
C -0.4524 2.3952 1.2811 -1.554
P -0.3370 1.5671 2.8830 0.482
O 0.1012 0.1583 2.8294 -0.609
O 0.6813 2.4348 3.7384 -0.600
O -1.7297 1.7966 3.5857 -0.573
H 5.1862 -2.9175 -1.2523 0.413
H 5.2087 -2.1612 -2.8664 0.423
H 5.6738 -1.2767 -1.3900 0.340
H 2.8678 -2.2831 -1.9252 0.303
H 3.5056 -1.4250 -0.4937 0.127
H 3.8529 0.5792 -1.6507 0.168
H 3.8816 -0.2144 -3.1834 0.566
H 1.8992 0.5821 -3.5620 0.750
H 1.2822 -0.7073 -2.6024 0.283
H 0.4796 1.5671 -2.2033 0.591
H 2.9121 0.5179 0.5409 0.644
H 1.8993 1.4187 1.6082 0.244
H 3.7805 2.6679 0.7936 0.788
H 3.2417 2.5733 -0.8598 0.341
H 3.7437 4.8409 0.8418 0.407
H 1.4855 -1.3269 0.0802 0.447
H 0.0287 -2.8998 0.1279 0.672
H -1.6508 -2.5671 -0.1775 0.336
H -0.6285 -1.9315 2.5925 0.099
H -2.8073 -1.8806 2.6276 0.387
H -3.1071 -0.6678 0.6390 1.016
H -2.2611 0.0930 1.9275 0.269
H -3.1910 2.1587 0.0870 0.465
H -3.6403 1.8675 1.7294 0.422
H -1.0626 0.2222 -2.1621 0.694
H -2.5476 1.0323 -1.6887 0.462
H -3.6959 -0.5813 -3.3345 0.353
H -4.4723 -0.1743 -1.8294 0.276
H -3.9123 -2.9584 -2.8307 0.330
H -4.6528 -2.5976 -1.2758 0.309
H -5.4738 -2.1713 -2.7730 0.451
H -0.7844 2.1280 -0.7364 0.984
H -1.4022 2.9176 1.2781 0.779
H 0.3097 3.1614 1.2490 0.559
H 1.3989 1.8503 3.9989 0.366
H -1.9225 1.0736 4.1921 0.392
```

Charge: +1
HOMO-LUMO gap (eV): 9.236

Record 2
This record from the OMol25 dataset describes a 3-piece molecular cluster, C20H36FO4P overall. The level of theory is ωB97M-V/def2-TZVPD.

The geometry in XYZ format:
```
62
Properties=species:S:1:pos:R:3:mulliken_charge:R:1
C -3.6256 3.6726 -2.4401 -0.036
C -2.3577 3.4867 -2.0916 -0.479
P -0.7444 2.5318 -1.6712 0.987
F 0.0442 3.5993 -2.8377 -0.451
C -1.6088 1.4473 -0.3742 -0.781
C -2.7893 0.5004 -0.9384 -0.680
C -2.3259 -0.9920 -1.3518 0.343
C -1.5364 -1.0175 -2.7961 -0.917
C 0.0278 -1.3645 -2.4228 0.388
C 0.9346 -1.6887 -3.7217 -0.745
C 2.0609 -2.7747 -3.2801 -0.820
C 2.8043 -2.4256 -1.8775 -0.491
C 2.2884 -3.3869 -0.6469 -0.615
C 1.7875 -2.4458 0.5977 -0.413
H -4.6685 3.8086 -2.9287 0.336
H 0.1382 3.0926 -0.6688 -0.288
H -0.2774 1.4131 -2.4382 -0.081
H -0.8262 0.7425 0.1351 0.205
H -2.0029 2.1481 0.4597 0.443
H -3.5585 0.3759 -0.0676 0.308
H -3.3841 0.9321 -1.8214 0.290
H -3.2754 -1.6711 -1.3888 0.369
H -1.6491 -1.3922 -0.5009 -0.338
H -1.8873 -1.9058 -3.4478 0.421
H -1.6128 -0.0089 -3.3515 0.304
H 0.5105 -0.4908 -1.8262 -0.062
H -0.0368 -2.3300 -1.7711 0.025
H 0.2590 -2.0796 -4.5882 0.316
H 1.4741 -0.7528 -4.1578 0.262
H 2.7917 -2.8657 -4.1778 0.305
H 1.5868 -3.8199 -3.1488 0.338
H 3.9589 -2.5942 -1.9247 0.383
H 2.6806 -1.3099 -1.5687 0.320
H 1.3547 -3.9609 -1.0125 0.281
H 3.0881 -4.1401 -0.3055 0.414
H 2.6690 -2.2006 1.3214 0.372
H 1.3046 -1.4633 0.2178 -0.036
H 0.9790 -2.9663 1.2464 -0.062
O -1.2658 -1.6395 1.5694 -0.532
C -1.7261 -2.2318 2.5160 0.323
C -0.9719 -2.6206 3.7567 -0.268
C -1.8956 -3.6413 4.3826 -0.597
C -3.2548 -3.1853 3.9101 -0.440
O -3.0309 -2.6058 2.6210 -0.358
H -0.8496 -1.7389 4.3907 0.294
H -0.0029 -3.0547 3.5080 0.248
H -1.8144 -3.6978 5.4699 0.335
H -1.6752 -4.6340 3.9757 0.277
H -3.6886 -2.4230 4.5646 0.270
H -3.9570 -4.0170 3.8223 0.315
O 3.1201 3.8549 3.8611 -0.575
C 2.8663 4.4791 2.8601 0.336
C 1.9711 4.0179 1.7437 -0.221
C 2.3309 4.9762 0.6326 -0.410
C 2.7471 6.2148 1.3878 -0.467
O 3.3278 5.7357 2.6050 -0.338
H 0.9286 4.1271 2.0534 0.224
H 2.1865 2.9850 1.4675 0.318
H 1.5161 5.1556 -0.0719 0.309
H 3.1834 4.5815 0.0697 0.247
H 1.8959 6.8563 1.6358 0.270
H 3.4833 6.8023 0.8352 0.319
```

Energy relative to the best compared isomer or geometry (same formula, charge and spin) (kJ/mol): 215.1
Charge: 0
HOMO-LUMO gap (eV): 10.300

Record 3
This record from the OMol25 dataset describes C20H36IrN4O7P2 as an isolated structure. The level of theory is ωB97M-V/def2-TZVPD.

The geometry in XYZ format:
```
70
Properties=species:S:1:pos:R:3:mulliken_charge:R:1
Ir 0.4298 1.1101 0.2144 3.336
C -3.4850 -3.1636 -0.0381 -0.912
N -3.0879 -1.8373 -0.4848 0.395
C -4.1470 -1.1091 -1.1821 -1.016
P -1.5577 -1.3948 -0.8789 -1.180
O -1.3262 0.0455 -0.6086 -0.686
O -0.7136 -2.3777 0.0844 0.957
P 0.6408 -2.0780 0.9404 -0.892
O 1.3562 -0.8810 0.4457 -0.696
N 1.4352 -3.4850 0.7363 0.571
C 0.9327 -4.7059 0.1359 -0.743
C 2.8576 -3.4993 1.0727 -1.081
N 0.2378 -1.9368 2.5169 0.570
C 0.0757 -0.6281 3.1500 -0.849
C -0.5537 -3.0041 3.1145 -0.961
N -1.2255 -1.8080 -2.4236 0.469
C -1.2609 -3.2230 -2.7691 -0.948
C -0.3145 -1.0220 -3.2596 -0.801
H -3.8272 -3.7888 -0.8703 0.326
H -4.3106 -3.0677 0.6697 0.365
H -2.6610 -3.6613 0.4666 0.130
H -4.4608 -1.6302 -2.0925 0.306
H -3.8051 -0.1099 -1.4458 0.237
H -5.0066 -1.0098 -0.5177 0.384
H -0.1371 -4.6428 -0.0417 0.098
H 1.1228 -5.5526 0.8016 0.320
H 1.4323 -4.9056 -0.8170 0.289
H 3.1690 -2.5240 1.4426 0.292
H 3.4473 -3.7245 0.1813 0.371
H 3.0616 -4.2526 1.8373 0.324
H 0.8123 0.0740 2.7629 0.163
H 0.2549 -0.7480 4.2202 0.424
H -0.9330 -0.2293 3.0049 0.319
H -0.2740 -3.9693 2.6925 0.285
H -1.6278 -2.8461 2.9632 0.250
H -0.3591 -3.0363 4.1868 0.374
H -2.0091 -3.7524 -2.1788 0.226
H -0.2868 -3.6966 -2.6053 0.246
H -1.5253 -3.3300 -3.8215 0.374
H -0.3295 0.0177 -2.9630 0.090
H -0.6406 -1.1155 -4.2967 0.367
H 0.7157 -1.3727 -3.1693 0.353
O 2.8924 2.1998 -2.9501 -0.713
C 2.2148 1.9681 -1.9742 -0.121
O 1.4662 0.9478 -1.7358 -0.730
C 2.9003 2.4021 0.4563 0.088
O 3.5223 3.4577 0.9031 -0.826
O 1.9294 1.7847 1.3116 -0.778
C 2.2107 5.4061 -0.6933 -1.863
C 1.3267 4.1582 -0.8638 2.714
C 0.6196 4.2786 -2.2211 -1.873
C 2.1077 2.8605 -0.7663 0.259
C 0.3581 3.9521 0.2935 -0.577
C 0.6147 4.3795 1.5705 -0.368
C -0.1183 3.8581 2.6452 -0.757
C -1.0560 2.8747 2.4640 -0.611
C -1.3509 2.4234 1.1629 -0.796
C -0.6822 3.0021 0.0594 -0.316
H 2.8953 5.4782 -1.5385 0.446
H 2.7968 5.3467 0.2145 0.390
H 1.5561 6.2823 -0.7068 0.389
H 1.3641 4.4210 -3.0026 0.436
H -0.0449 5.1446 -2.2026 0.410
H 0.0347 3.4001 -2.4934 0.321
H 3.5761 1.5821 0.1205 0.322
H 1.4521 5.0316 1.7643 0.271
H 0.1126 4.1945 3.6483 0.377
H -1.5810 2.4567 3.3137 0.434
H -2.1805 1.7521 0.9856 0.498
H -1.0529 2.8289 -0.9414 0.526
```

⟨S²⟩: 0.7691
2S+1: 2
Energy relative to the best compared isomer or geometry (same formula, charge and spin) (kJ/mol): 308.2
Charge: 0
HOMO-LUMO gap (spin up / spin down) (eV): 6.709 / 6.526